Entry 1:
Molecular formula: C8H25FN3NbO4P
Method: DFT, ωB97M-V/def2-TZVPD

Last column: natural (NBO) charge in e.
Geometry (Å):
N 2.27777 -0.17195 0.72042  -0.7775
C 1.59474 -1.18102 0.38104  0.5764
N 1.27016 -2.17386 1.34268  -0.8851
N 1.18146 -1.45489 -0.91551  -0.6212
C -0.06192 -2.22799 -1.22742  -0.2220
C -0.09749 -3.68885 -0.79418  -0.4117
C -1.37339 -4.11860 -0.06539  -0.3893
C -1.95237 -3.02614 0.83445  -0.9099
Nb -3.68533 -1.75684 0.08475  1.8509
F -2.57498 -0.13568 0.02054  -0.6662
H 2.43483 0.45297 -0.06610  0.3674
H 0.62012 -1.78743 2.00613  0.3820
H 2.11998 -2.40511 1.82893  0.3736
H 1.04794 -0.55077 -1.33870  0.3727
H -0.11629 -2.19909 -2.30217  0.1940
H -0.92045 -1.68273 -0.87761  0.2045
H 0.77456 -3.89738 -0.20535  0.2217
H 0.00192 -4.29658 -1.68258  0.1875
H -1.14007 -4.99532 0.52752  0.1797
H -2.09639 -4.43359 -0.79743  0.2006
H -2.30608 -3.44512 1.76686  0.2247
H -1.21059 -2.27024 1.04064  0.1966
H -4.27982 -1.21533 1.76446  -0.4523
H -5.12340 -0.90850 -0.72727  -0.3780
H -3.20441 -2.24602 -1.64402  -0.4305
H -4.69966 -3.23710 0.24362  -0.3969
C 0.41060 5.40675 -0.89300  -0.2493
O 1.20448 4.30654 -1.35604  -0.8173
P 1.68239 3.17683 -0.35921  2.6019
O 2.30831 2.05672 -1.04476  -1.1196
O 0.44246 2.85190 0.55362  -0.8256
C -0.64029 2.09496 -0.05000  -0.2597
O 2.60714 3.95414 0.66028  -0.8275
C 3.69977 3.23202 1.26041  -0.2537
H -0.57706 5.34016 -1.34588  0.1867
H 0.31052 5.40603 0.19063  0.1956
H 0.89262 6.32811 -1.21140  0.1855
H -0.28047 1.49555 -0.88303  0.1925
H -1.41620 2.77672 -0.39466  0.1803
H -1.05146 1.43504 0.70131  0.2325
H 4.54115 3.19592 0.57234  0.1846
H 3.40742 2.21784 1.52379  0.2179
H 3.97781 3.77796 2.15728  0.1833

Cartesian forces (eV/Å) of the 2 atoms listed first:
0.33 0.28 0.26
-0.07 -0.26 0.01

Summary:
Lowest unoccupied orbital energy, eV: 2.584
F_max, eV Å⁻¹: 3.1
Total charge: -1
Electronic energy, Ha: -1283.19656

***

Entry 2:
Molecular formula: C4H9NO2
Method: DFT, ωB97M-V/def2-TZVPD

Last column: natural (NBO) charge in e.
Geometry (Å):
C -0.18356 0.89088 -0.26444  -0.5295
C -0.42842 -0.52827 0.17609  0.0951
C -1.91501 -0.90411 0.20181  -0.6278
O 0.14712 -0.64532 1.50651  -0.7478
C 1.19767 1.21133 -0.80616  0.6859
N 2.18696 0.35630 -0.39773  -0.8411
O 1.38253 2.11571 -1.58576  -0.5993
H -0.40672 1.59408 0.53849  0.2467
H -0.88243 1.08627 -1.07821  0.2380
H 0.11638 -1.24836 -0.42674  0.1733
H -2.48268 0.02086 0.35629  0.2112
H -2.11439 -1.65653 0.95093  0.2192
H -2.20012 -1.25869 -0.79547  0.2133
H 0.31455 -1.57447 1.68902  0.4686
H 2.12142 -0.07105 0.51834  0.4014
H 3.14669 0.61138 -0.58299  0.3928

Cartesian forces (eV/Å) of the 2 atoms listed first:
-0.20 -0.09 -0.70
0.14 -0.73 1.28

Summary:
Lowest unoccupied orbital energy, eV: 0.671
F_max, eV Å⁻¹: 1.5
Total charge: 0
Structure (SMILES): C[C@H](O)CC(N)=O
Electronic energy, Ha: -363.06403
Relative energy (zero: lowest compared OMol25 entry of this formula, charge and spin), kcal/mol: 13.5

***

Entry 3:
Molecular formula: C39H78FIN10O12Si
Method: DFT, ωB97M-V/def2-TZVPD

Last column: Mulliken charge in e.
Geometry (Å):
C -3.59270 -4.33733 3.96212  -0.6612
C -3.74968 -4.62602 2.35661  -0.6161
C -2.47170 -4.17362 1.43652  0.4495
F -2.53211 -4.72609 0.03918  -0.3954
Si -2.21707 -2.22725 1.36589  -0.1392
I -4.22994 -1.09714 2.25385  -0.1016
C -2.04072 -1.83316 -0.55023  -0.3748
C -1.79656 -0.24052 -0.86109  0.2641
O -2.59576 0.38099 -1.73264  -0.5279
O -0.71370 0.53468 -0.22636  -0.2871
C -1.31199 1.82070 0.24309  0.5004
C -0.61368 3.29008 -0.14234  -0.6489
O -2.41714 1.80616 1.00137  -0.5173
C -0.59000 -1.87947 2.33589  0.6758
C 0.83692 -2.70214 2.11420  -0.2330
C 2.21893 -2.47331 2.93924  -0.3931
N 2.28127 -1.45485 4.02582  -0.3621
C 1.03808 -0.66416 4.25034  -0.3681
C -0.42741 -0.73284 3.54420  -0.2725
H -3.17602 -5.28568 4.52021  0.2403
H -4.68797 -4.11751 4.37547  0.2422
H -2.91496 -3.42295 4.23929  0.1676
H -4.73406 -4.14280 1.94816  0.2124
H -3.86024 -5.80198 2.23570  0.3420
H -1.49310 -4.65454 1.92083  0.1925
H -1.25114 -2.54928 -1.07822  0.4045
H -3.09257 -2.10654 -1.04321  0.2737
H -0.49882 3.89603 0.87523  0.2564
H -1.35209 3.85015 -0.88787  0.2641
H 0.43979 3.09587 -0.63885  0.2736
H 0.84223 -3.55076 1.28142  0.2822
H 3.15307 -3.16399 2.67039  0.3663
H 1.12452 0.16401 5.10899  0.2574
H -1.34705 -0.04387 3.85790  0.2442
C 6.48022 -1.07464 1.05955  0.0509
O 6.17225 -2.23676 1.29078  -0.6123
N 6.17083 0.00758 1.85639  0.1833
C 6.57222 1.35596 1.51302  -0.9703
C 5.42026 -0.20918 3.07629  -0.8315
H 7.05170 -0.79762 0.15863  0.2854
H 7.20552 1.75084 2.31267  0.3373
H 5.67721 1.97671 1.41259  0.3515
H 7.12903 1.37383 0.57212  0.2958
H 5.97999 -0.89286 3.72143  0.3031
H 4.45934 -0.66810 2.82586  0.1657
H 5.25196 0.73618 3.59922  0.3567
C 2.29068 5.73829 -0.48069  0.1261
O 2.23616 4.54747 -0.75964  -0.6470
N 1.86675 6.76928 -1.29260  0.1923
C 1.96531 8.15673 -0.88957  -0.7585
C 1.30467 6.45655 -2.59058  -0.8751
H 2.70044 6.08727 0.48124  0.2836
H 0.96289 8.59432 -0.88031  0.3489
H 2.59266 8.69043 -1.60933  0.3367
H 2.40578 8.24722 0.10714  0.2322
H 0.42776 5.81687 -2.45355  0.1978
H 2.04936 5.91252 -3.17892  0.2828
H 1.01555 7.37049 -3.11651  0.3839
C -7.20708 -0.10183 -4.55536  0.0584
O -7.96795 -0.91347 -5.06639  -0.6140
N -5.83000 -0.15484 -4.60746  0.1817
C -4.99673 0.84675 -3.97530  -0.1545
C -5.19468 -1.24660 -5.31663  -0.9935
H -7.58432 0.76743 -3.99228  0.3188
H -4.37650 1.32424 -4.73933  -0.2368
H -4.35672 0.35836 -3.23482  0.2704
H -5.60412 1.60825 -3.47847  0.3440
H -5.52333 -1.23188 -6.36004  0.2954
H -5.50362 -2.19291 -4.86306  0.3294
H -4.10611 -1.15456 -5.27183  0.3776
C 0.70645 -4.47444 5.75089  0.3357
O -0.46671 -4.14449 5.86782  -0.6353
N 1.22077 -5.71761 6.05398  0.1444
C 2.62481 -6.03104 5.88789  -1.0176
C 0.32977 -6.74418 6.55476  -0.9348
H 1.46921 -3.77103 5.37887  0.1451
H 2.72067 -6.86193 5.18301  0.3212
H 3.03940 -6.32189 6.85742  0.3388
H 3.17827 -5.16940 5.50461  0.3772
H -0.45332 -6.92800 5.81320  0.2643
H -0.13617 -6.39068 7.47922  0.2817
H 0.87795 -7.67004 6.74905  0.3878
C -8.57725 -0.48115 1.93453  0.1328
O -9.52821 -0.86717 2.60199  -0.6070
N -8.66284 0.13820 0.70532  0.1446
C -7.48750 0.56670 -0.02413  -0.6535
C -9.96931 0.36833 0.12336  -0.9665
H -7.53908 -0.60638 2.28312  0.2203
H -7.54400 1.64755 -0.18224  0.3293
H -7.46470 0.05462 -0.99042  0.3746
H -6.57352 0.33196 0.52831  -0.0264
H -10.55651 0.99258 0.80339  0.3003
H -10.47760 -0.59236 -0.00076  0.3083
H -9.87796 0.86489 -0.84646  0.3617
C 7.70212 -5.63807 3.76296  0.0731
O 6.57099 -5.33654 4.12139  -0.5700
N 8.14368 -5.67306 2.45694  0.1688
C 9.50138 -6.04125 2.11311  -0.9148
C 7.22144 -5.33101 1.39348  -0.6866
H 8.48290 -5.91546 4.48988  0.2666
H 9.97098 -5.20674 1.58446  0.3247
H 9.47556 -6.92040 1.46280  0.3236
H 10.08531 -6.27357 3.00794  0.3009
H 6.86131 -4.30985 1.54988  0.1619
H 6.36838 -6.01493 1.42882  0.2612
H 7.71180 -5.40362 0.41893  0.3483
C 3.38573 7.70728 3.04051  0.0557
O 2.96968 7.77920 1.89135  -0.6167
N 2.60437 7.73772 4.17647  0.1183
C 3.17372 7.64718 5.50492  -0.9126
C 1.16789 7.86437 4.03865  -0.9080
H 4.46155 7.60885 3.25943  0.2852
H 2.75940 6.76879 6.00810  0.3422
H 2.91089 8.54944 6.06465  0.3404
H 4.26251 7.55590 5.46164  0.2836
H 0.79141 7.02183 3.45102  0.2514
H 0.94214 8.79356 3.50731  0.2930
H 0.68527 7.87430 5.01970  0.3751
C 0.16488 3.46395 -6.05266  0.0784
O 0.17333 4.45817 -6.76702  -0.6230
N -0.95277 2.72613 -5.72350  0.2003
C -0.88034 1.55873 -4.86965  -0.4318
C -2.24144 3.13017 -6.24749  -0.8426
H 1.09017 3.06992 -5.60146  0.3316
H -1.24829 0.69113 -5.42491  -0.1505
H -1.50799 1.72486 -3.98936  0.3673
H 0.14725 1.36933 -4.54740  0.3489
H -2.19978 3.12015 -7.34069  0.3273
H -2.45819 4.14868 -5.91232  0.3223
H -3.02792 2.45350 -5.90248  0.0423
C -0.92970 -1.41611 -6.87521  0.0357
O -2.06083 -1.11457 -6.51678  -0.6653
N -0.48814 -1.45109 -8.18123  0.1565
C 0.86957 -1.81929 -8.52506  -0.9242
C -1.41038 -1.10905 -9.24469  -0.9390
H -0.14892 -1.69349 -6.14829  0.3429
H 1.33917 -0.98477 -9.05372  0.3423
H 0.84374 -2.69843 -9.17537  0.3397
H 1.45350 -2.05160 -7.63024  0.2938
H -1.77051 -0.08788 -9.08829  0.2594
H -2.26343 -1.79296 -9.20935  0.3005
H -0.92001 -1.18165 -10.21924  0.3882

Cartesian forces (eV/Å) of the 2 atoms listed first:
-0.51 0.01 0.23
-0.06 -1.11 -0.58

Summary:
Lowest unoccupied orbital energy, eV: -0.610
F_max, eV Å⁻¹: 8.7
Total charge: 0
Structure (SMILES): CC[C@@H](F)[Si@](I)(CC(=O)OC(C)=O)c1ccncc1.CN(C)C=O.CN(C)C=O.CN(C)C=O.CN(C)C=O.CN(C)C=O.CN(C)C=O.CN(C)C=O.CN(C)C=O.CN(C)C=O
Electronic energy, Ha: -3669.99339

***

Question: total charge of number 3 (C39H78FIN10O12Si)?
Answer: 0